Entry from the Open Molecules 2025 dataset: an isolated molecule of C4H2N2O3S2 at a distorted geometry (the ωB97M-V functional and the def2-TZVPD basis).

Geometry as XYZ:
```
13
Properties=species:S:1:pos:R:3
C -0.72 1.21 -1.31
C -0.82 -1.20 -1.16
C -0.32 0.69 -0.12
C 0.17 1.32 1.14
N -0.37 -0.67 -0.07
N 2.31 -1.01 0.29
O 0.09 2.49 1.38
O 0.67 -2.10 1.99
O 0.70 0.41 1.93
S -1.19 -0.05 -2.37
S 1.18 -1.06 1.17
H -0.75 2.24 -1.60
H -0.95 -2.26 -1.29
```

Output
Kohn-Sham gap, eV: 9.212
E_LUMO, eV: -0.92
Total energy, eV: -34970.098

---

Entry from the Open Molecules 2025 dataset: a 2-piece molecular cluster, C4H2N2S2 overall at a distorted geometry (the ωB97M-V functional and the def2-TZVPD basis).

Geometry as XYZ:
```
10
Properties=species:S:1:pos:R:3
C -0.53 1.21 2.48
C 1.49 -0.89 0.32
C -0.82 0.20 3.30
C 0.22 -0.56 -0.11
N -0.33 2.00 1.61
N 2.50 -1.23 0.72
S -1.10 -0.65 4.57
S -0.99 -1.30 0.97
H 0.06 -0.90 -1.25
H 0.04 0.46 -0.34
```

Output
Kohn-Sham gap (alpha / beta), eV: 6.159 / 6.664
E_LUMO (alpha / beta), eV: -2.16 / -3.29
Multiplicity: 3
Total energy, eV: -28825.720

---

Entry from the Open Molecules 2025 dataset: C4H2NO2 as an isolated structure at a distorted geometry (the ωB97M-V functional and the def2-TZVPD basis).

Geometry as XYZ:
```
9
Properties=species:S:1:pos:R:3
C -0.20 -1.15 -0.96
C 0.18 0.34 -0.76
C -0.03 0.05 0.62
C 0.09 0.75 1.83
N -0.44 -1.31 0.31
O -0.22 0.54 3.00
O 0.46 1.21 -1.57
H -0.02 -1.83 -1.66
H 0.57 1.80 1.73
```

Output
Kohn-Sham gap, eV: 7.210
E_LUMO, eV: 4.19
Charge: -1
Total energy, eV: -9763.765

---

Entry from the Open Molecules 2025 dataset: an isolated ion of composition C4H2NO2S and charge -1 at a distorted geometry (the ωB97M-V functional and the def2-TZVPD basis).

Geometry as XYZ:
```
10
Properties=species:S:1:pos:R:3
C 0.20 -1.41 -0.92
C 0.15 -0.42 0.12
C -0.29 0.88 0.40
C -2.16 1.99 -1.05
N -1.21 1.53 -0.46
O -0.55 -1.56 -1.90
O 0.05 1.53 1.37
S 1.37 -0.91 1.37
H 1.01 -2.13 -0.70
H 1.44 0.50 1.77
```

Output
Kohn-Sham gap, eV: 7.131
E_LUMO, eV: 3.47
Charge: -1
Total energy, eV: -20600.234

---

For each record above, in turn, the calculated relative energy (zero: lowest compared OMol25 entry of this formula, charge and spin) values are 0.000 0.000 0.000 2.045 eV.